(1)
C40H43N3O4S2 | ωB97M-V with the def2-TZVPD basis set

Atoms and positions in Å:
S 2.78079 -1.20014 -0.62737
S 1.10150 1.30456 -0.58326
O 2.37301 -2.06468 -1.72312
O 3.41568 -1.78820 0.53728
O 0.36715 1.29926 -1.83235
O 2.25992 2.16177 -0.42255
N -4.10947 -3.21919 -4.21911
N -5.49767 0.72195 4.67496
N 4.31624 -6.12736 2.57090
C -3.53697 -1.45594 -1.04068
C 1.43456 -0.28554 -0.10267
C -1.65787 2.77931 2.76877
C 4.33569 -6.56565 3.95365
C -2.61094 -3.72425 -2.38247
C -4.73026 -0.03044 3.83213
C 6.10080 1.04882 -1.11147
C -5.39035 -2.70552 -4.65687
C 0.50290 2.74909 1.68624
C -0.31003 3.14640 2.74661
C -3.37630 -0.34291 4.14408
C 1.15198 -3.82735 1.07393
C 5.86388 1.68913 -2.33068
C 2.16560 -4.33209 0.21461
C -0.01488 1.92490 0.68404
C 4.67568 1.46132 -3.03308
C 3.24166 -5.47888 2.05755
C -1.37600 1.60995 0.66545
C -2.16370 -3.44185 -1.10647
C 5.46574 -6.43528 1.74725
C 5.15578 0.16266 -0.59968
C -4.02704 -1.74098 -2.30188
C 2.16660 -5.09032 2.90116
C -5.20710 0.86896 6.08560
C 3.72827 0.57408 -2.52786
C -2.55844 -0.92858 3.19603
C -2.20257 2.07254 1.69186
C -3.57707 -2.89235 -3.00377
C -0.92889 -2.54291 1.41911
C 3.97609 -0.06420 -1.31049
C -6.72035 1.36168 4.23205
C -3.44685 -4.06904 -5.19118
C -2.62910 -2.32306 -0.37828
C 0.13794 -2.91840 0.61069
C 1.14544 -4.30508 2.40691
C -4.46972 -1.27305 1.76145
C -2.19990 -2.08356 0.99679
C 3.17329 -5.14601 0.67654
C -5.25520 -0.50339 2.60131
C -3.07246 -1.42684 1.96883
H 5.27894 -7.09309 4.12539
H -1.45406 -4.12518 -0.64735
H -3.88423 -0.55208 -0.53967
H 2.12241 -4.10574 -0.84523
H -6.62119 1.72316 3.20287
H -7.58636 0.68460 4.27396
H -3.27499 1.86824 1.65301
H 0.13968 -2.62161 -0.44386
H 5.75787 -5.56738 1.14004
H 6.29525 -6.71220 2.40424
H -1.48849 -0.97500 3.39757
H -5.28817 -1.74262 -5.17961
H -4.94826 -1.76429 0.91433
H -5.06732 1.93008 6.33225
H -4.12258 -4.88666 -5.48272
H -2.28407 3.04869 3.62065
H -2.25671 -4.62148 -2.88719
H 0.79590 -0.66430 0.68253
H 0.31917 -4.04708 3.06477
H -2.94952 -0.04750 5.10097
H 3.95565 -5.46632 -0.00959
H -0.78453 -2.60038 2.49641
H 5.31640 -0.35465 0.34350
H -1.77990 1.01661 -0.15397
H 4.26398 -5.71733 4.65300
H -2.51776 -4.49122 -4.79837
H -6.07165 -2.57218 -3.80879
H -5.82552 -3.43211 -5.35505
H 2.16404 -5.36144 3.95618
H 5.25195 -7.27262 1.06595
H 1.54038 3.07203 1.63318
H 2.82110 0.35537 -3.08987
H -3.21059 -3.49313 -6.10186
H 3.48991 -7.24062 4.15778
H 0.11826 3.74635 3.54982
H -6.28272 -0.27439 2.31000
H 6.59989 2.38587 -2.72883
H -6.04430 0.49186 6.69147
H 4.47410 1.97458 -3.97544
H -6.92515 2.21532 4.88842
H -4.76542 -1.08105 -2.75725
H -4.30802 0.31801 6.36854
H 7.01366 1.23026 -0.54262

Output
ΔE to the lowest compared entry with this formula, charge and spin = 0.097 eV
Orbital gap = 0.166 Ha
DFT total energy = -2811.456376 Eh

The molecule's Löwdin atomic charges, reported in e, are given here: number 1, S, carries 0.6207; number 2, S, carries 0.6023; number 3, O, carries -0.3555; number 4, O, carries -0.3447; number 5, O, carries -0.3460; number 6, O, carries -0.3465; number 7, N, carries -0.1960; number 8, N, carries -0.1926; number 9, N, carries -0.1803; number 10, C, carries -0.0280; number 11, C, carries -0.3968; number 12, C, carries -0.0952; number 13, C, carries -0.0574; number 14, C, carries 0.0034; number 15, C, carries -0.2209; number 16, C, carries -0.0809; number 17, C, carries -0.0652; number 18, C, carries -0.0515; number 19, C, carries -0.0797; number 20, C, carries -0.0121; number 21, C, carries -0.2036; number 22, C, carries -0.0853; number 23, C, carries -0.0202; number 24, C, carries -0.2638; number 25, C, carries -0.0717; number 26, C, carries -0.2097; number 27, C, carries -0.0579; number 28, C, carries -0.0097; number 29, C, carries -0.0539; number 30, C, carries -0.0570; number 31, C, carries -0.0012; number 32, C, carries -0.0052; number 33, C, carries -0.0539; number 34, C, carries -0.0694; number 35, C, carries -0.0183; number 36, C, carries -0.0949; number 37, C, carries -0.2108; number 38, C, carries -0.0461; number 39, C, carries -0.2865; number 40, C, carries -0.0625; number 41, C, carries -0.0515; number 42, C, carries -0.1592; number 43, C, carries -0.0137; number 44, C, carries -0.0028; number 45, C, carries -0.0263; number 46, C, carries -0.0700; number 47, C, carries 0.0005; number 48, C, carries -0.0148; number 49, C, carries -0.1708; number 50, H, carries 0.0836; number 51, H, carries 0.1169; number 52, H, carries 0.1125; number 53, H, carries 0.1062; number 54, H, carries 0.0899; number 55, H, carries 0.0951; number 56, H, carries 0.0987; number 57, H, carries 0.1190; number 58, H, carries 0.0958; number 59, H, carries 0.0843; number 60, H, carries 0.1210; number 61, H, carries 0.0963; number 62, H, carries 0.1153; number 63, H, carries 0.0946; number 64, H, carries 0.0912; number 65, H, carries 0.0972; number 66, H, carries 0.1027; number 67, H, carries 0.0280; number 68, H, carries 0.1090; number 69, H, carries 0.1003; number 70, H, carries 0.1067; number 71, H, carries 0.0937; number 72, H, carries 0.1068; number 73, H, carries 0.1061; number 74, H, carries 0.0954; number 75, H, carries 0.0753; number 76, H, carries 0.0901; number 77, H, carries 0.0872; number 78, H, carries 0.0971; number 79, H, carries 0.0984; number 80, H, carries 0.1117; number 81, H, carries 0.1179; number 82, H, carries 0.0984; number 83, H, carries 0.0954; number 84, H, carries 0.1022; number 85, H, carries 0.1044; number 86, H, carries 0.0976; number 87, H, carries 0.0958; number 88, H, carries 0.1058; number 89, H, carries 0.0895; number 90, H, carries 0.1070; number 91, H, carries 0.0725; number 92, H, carries 0.1005

=====

(2)
CH7NOS | ωB97M-V with the def2-TZVPD basis set

Atoms and positions in Å:
S -2.82364 -1.07581 -1.00309
O 1.08282 0.69379 -0.12954
N 2.68536 1.31679 1.41776
C 1.94802 0.19014 0.85212
H 2.70731 -0.63784 0.48355
H 2.47862 1.34832 2.45690
H 2.43501 2.33934 1.17969
H 1.52763 -0.31106 1.63116
H 0.93364 -0.00244 -0.71900
H -2.54376 -0.62123 -2.25603
H -1.50834 -0.81083 -0.72760

Output
ΔE to the lowest compared entry with this formula, charge and spin = 0.965 eV
Orbital gap = 0.363 Ha
Structure (SMILES) = NCO.S
DFT total energy = -570.422880 Eh

The molecule's Löwdin atomic charges, reported in e, are given here: number 1, S, carries 0.4569; number 2, O, carries -0.0336; number 3, N, carries -0.0265; number 4, C, carries -0.3751; number 5, H, carries 0.1411; number 6, H, carries 0.0778; number 7, H, carries 0.1070; number 8, H, carries 0.0643; number 9, H, carries 0.0383; number 10, H, carries -0.2096; number 11, H, carries -0.2406

=====

(3)
C6H13BrN | ωB97M-V with the def2-TZVPD basis set

Atoms and positions in Å:
Br -0.49793 1.80884 -1.75655
N -1.12586 -1.15124 -1.72790
C 0.16865 0.90537 -0.16715
C 1.60208 0.58019 -0.29571
C -0.35189 1.51568 1.07426
C -0.23889 -1.90157 0.43332
C 0.55802 1.77957 2.04122
C -0.89849 -0.77214 -0.34375
H -1.83251 -0.38198 0.18207
H -0.12132 -0.93056 -2.20240
H -1.39683 1.56869 1.05652
H -1.86760 -0.44496 -2.09018
H -0.43828 -1.66508 1.42347
H 0.16888 2.32733 2.85190
H 1.59885 1.63418 1.90552
H -1.31008 -2.07210 -1.91090
H 2.06322 1.56656 -0.03865
H 0.80642 -1.59848 0.11184
H 1.71045 -0.03429 0.56882
H 1.96740 0.17518 -1.23680
H -0.56430 -2.90917 0.12106

Output
ΔE to the lowest compared entry with this formula, charge and spin = 1.909 eV
Orbital gap = 0.363 Ha
DFT total energy = -2864.822787 Eh
Total charge = +1

The molecule's Löwdin atomic charges, reported in e, are given here: number 1, Br, carries 0.8178; number 2, N, carries 0.1281; number 3, C, carries -0.7525; number 4, C, carries -0.1418; number 5, C, carries -0.1882; number 6, C, carries -0.0312; number 7, C, carries 0.0970; number 8, C, carries -0.3214; number 9, H, carries 0.1431; number 10, H, carries 0.2134; number 11, H, carries 0.0863; number 12, H, carries 0.1648; number 13, H, carries 0.0691; number 14, H, carries 0.0662; number 15, H, carries 0.0603; number 16, H, carries 0.1133; number 17, H, carries 0.1182; number 18, H, carries 0.0885; number 19, H, carries 0.0687; number 20, H, carries 0.0972; number 21, H, carries 0.1032

=====

(4)
C3H8BrClSi | ωB97M-V with the def2-TZVPD basis set

Atoms and positions in Å:
Br -3.05230 -0.25259 -0.03353
Cl 1.65641 -1.58109 0.05134
Si -1.16450 -1.56860 -0.11507
C 0.37673 0.29747 1.31782
C 0.10810 -0.19272 -0.12165
C 0.48290 0.83040 -1.18267
H -0.41823 1.36924 -1.40299
H 1.38289 0.56775 1.36842
H -1.06128 -2.32091 1.26349
H 0.54985 0.20683 -2.07524
H -1.04155 -2.45588 -1.24155
H -0.28077 1.16632 1.45424
H 1.44966 1.29157 -0.99638
H -0.02435 -0.35346 2.08084

Output
ΔE to the lowest compared entry with this formula, charge and spin = 2.237 eV
Orbital gap = 0.399 Ha
DFT total energy = -3442.806865 Eh

The molecule's Löwdin atomic charges, reported in e, are given here: number 1, Br, carries 0.2348; number 2, Cl, carries 0.3597; number 3, Si, carries 0.2149; number 4, C, carries -0.2325; number 5, C, carries -0.8047; number 6, C, carries -0.1149; number 7, H, carries 0.0732; number 8, H, carries 0.0364; number 9, H, carries -0.0061; number 10, H, carries 0.0743; number 11, H, carries -0.0629; number 12, H, carries 0.0849; number 13, H, carries 0.0914; number 14, H, carries 0.0515

=====

(5)
C4H6N2O | ωB97M-V with the def2-TZVPD basis set

Atoms and positions in Å:
O -2.26611 -0.72367 1.22739
N 1.50172 0.17432 -1.60060
N -0.90133 1.09282 0.67639
C -1.12829 -0.30974 0.63636
C 0.87437 0.20132 -0.29009
C -0.11300 -0.90247 0.00650
C 0.20233 1.51899 0.07438
H -1.57077 1.70519 1.12704
H -2.33847 -1.68059 1.11936
H 0.01444 -1.95543 -0.20349
H 1.90970 1.08843 -1.77581
H 1.61857 0.19284 0.54033
H 2.26390 -0.49781 -1.59917

Output
ΔE to the lowest compared entry with this formula, charge and spin = 3.117 eV
Orbital gap = 0.337 Ha
DFT total energy = -340.680350 Eh

The molecule's Löwdin atomic charges, reported in e, are given here: number 1, O, carries 0.0887; number 2, N, carries 0.0303; number 3, N, carries 0.0446; number 4, C, carries -0.3757; number 5, C, carries -0.4550; number 6, C, carries 0.0067; number 7, C, carries 0.0144; number 8, H, carries 0.1390; number 9, H, carries 0.1218; number 10, H, carries 0.1079; number 11, H, carries 0.0628; number 12, H, carries 0.1460; number 13, H, carries 0.0684

=====

(6)
C7H8N | ωB97M-V with the def2-TZVPD basis set

Atoms and positions in Å:
N -1.69626 1.68741 1.12740
C 0.48543 0.62354 -1.42727
C -0.65855 -0.50587 0.59460
C 0.43430 -1.86824 -0.77861
C 1.27877 -1.60057 0.24425
C -0.26235 -0.50984 -0.84204
C 0.80089 -0.22203 0.48798
C 1.35970 0.76939 -0.43918
H 2.21784 1.38411 -0.48620
H 2.03408 -2.30332 0.53994
H -2.58257 1.60478 0.63153
H -1.34072 2.64931 1.10458
H -1.09328 -1.19258 1.22456
H 0.30438 -2.78970 -1.49684
H -1.63363 1.26300 2.01324
H 0.35199 1.01062 -2.49795

Output
ΔE to the lowest compared entry with this formula, charge and spin = 4.435 eV
Orbital gap (alpha / beta) = 0.294 / 0.294 Ha
DFT total energy = -325.747356 Eh
Total charge = +1

The molecule's Löwdin atomic charges, reported in e, are given here: number 1, N, carries 0.1090; number 2, C, carries 0.0032; number 3, C, carries 0.2049; number 4, C, carries 0.0456; number 5, C, carries 0.0461; number 6, C, carries -0.1231; number 7, C, carries -0.1587; number 8, C, carries 0.0047; number 9, H, carries 0.1196; number 10, H, carries 0.1317; number 11, H, carries 0.0688; number 12, H, carries 0.0758; number 13, H, carries 0.1111; number 14, H, carries 0.1743; number 15, H, carries 0.0270; number 16, H, carries 0.1599